Computed, not measured: a 3-piece molecular cluster, C6H16O2 overall at a distorted geometry, with ωB97M-V/def2-TZVPD.

* structure (SMILES): C/C=C(\C)CC.O.O
* LUMO energy: 0.02211 Eh
* energy relative to the best compared isomer or geometry (same formula, charge and spin): 2.422 eV
* Kohn-Sham gap: 8.879 eV
* highest occupied orbital energy: -0.30417 Eh

Geometry as XYZ:
```
24
Properties=species:S:1:pos:R:3:nbo_charge:R:1
C -0.17194 0.51584 -2.42010 -0.6623
C -0.98086 0.27856 -1.27185 -0.1869
C -0.62535 0.52084 0.00352 -0.0018
C 0.76564 1.01747 0.30191 -0.6554
C -1.76070 0.50212 0.99871 -0.4273
C -1.40521 0.77634 2.56429 -0.6310
H 0.33617 -0.43570 -2.71266 0.2434
H 0.44164 1.37052 -2.19058 0.2136
H -0.80432 0.62917 -3.39822 0.2144
H -2.04272 0.12444 -1.41700 0.1846
H 0.86198 2.06920 0.19723 0.2198
H 1.09093 0.55177 1.14362 0.1872
H 1.47330 0.67445 -0.44164 0.2310
H -2.57138 1.23713 0.55299 0.2127
H -2.24591 -0.53598 0.90986 0.2096
H -2.00456 1.69179 2.80602 0.2221
H -1.73356 -0.18125 3.08794 0.2147
H -0.32232 0.95969 2.63386 0.2059
O 2.56484 -2.21429 -1.61850 -0.9300
H 2.73756 -2.56057 -0.74532 0.4761
H 3.24297 -1.57576 -1.66646 0.4540
O 1.34125 -1.82970 0.62318 -0.9355
H 0.47341 -2.34159 0.72722 0.4814
H 1.33912 -1.24448 1.33200 0.4599
```